Entry 1:
{
  "formula": "C17H25ClN2O2",
  "method": "the ωB97M-V functional and the def2-TZVPD basis",
  "species": ["C", "H", "O", "C", "C", "C", "C", "C", "C", "C", "O", "N", "H", "C", "H", "H", "C", "N", "C", "H", "H", "H", "C", "H", "H", "H", "C", "C", "C", "C", "C", "H", "H", "H", "H", "H", "H", "H", "H", "H", "H", "H", "Cl", "H", "H", "H", "H"],
  "positions_angstrom": [[-1.3788, -3.7372, -0.1361], [-2.1381, -4.1128, 0.5554], [-1.0522, -2.3923, 0.1342], [-2.0254, -1.4337, 0.0553], [-3.3326, -1.7328, -0.3190], [-4.3045, -0.7524, -0.3961], [-3.9737, 0.5559, -0.0916], [-2.6833, 0.8706, 0.2863], [-1.6915, -0.1020, 0.3667], [-0.3499, 0.4208, 0.7981], [-0.2231, 1.5819, 1.1523], [0.6804, -0.4429, 0.7616], [0.5120, -1.3909, 0.4708], [2.0208, -0.0590, 1.1238], [2.4032, -0.7605, 1.8731], [1.9384, 0.9262, 1.5839], [3.0304, 0.0078, -0.0564], [3.5395, -1.3159, -0.4619], [2.5478, -2.2803, -0.8922], [2.0393, -2.7808, -0.0521], [1.8053, -1.8179, -1.5336], [3.0570, -3.0512, -1.4748], [4.4654, -1.9688, 0.4412], [4.0271, -2.2197, 1.4203], [5.3505, -1.3607, 0.5986], [4.7851, -2.9002, -0.0262], [4.2372, 0.8607, 0.3860], [3.9574, 2.3580, 0.4958], [3.4003, 2.9068, -0.8085], [2.1243, 2.1530, -1.1499], [2.4009, 0.6600, -1.3025], [1.4588, 0.1697, -1.5509], [3.0935, 0.5004, -2.1317], [1.3848, 2.3162, -0.3652], [1.7036, 2.5279, -2.0857], [3.1937, 3.9739, -0.7094], [4.1338, 2.7756, -1.6080], [3.2443, 2.5558, 1.2977], [4.8899, 2.8653, 0.7544], [5.0283, 0.7100, -0.3512], [4.5948, 0.5098, 1.3556], [-2.4042, 1.8834, 0.5352], [-5.1752, 1.7930, -0.1833], [-5.3098, -1.0088, -0.6902], [-3.6121, -2.7458, -0.5588], [-1.7186, -3.8691, -1.1673], [-0.4541, -4.2945, 0.0089]],
  "forces_ev_per_angstrom": [[-0.0133, -0.2593, -0.0608], [0.0178, 0.0405, -0.0345], [-0.0511, 0.3900, 0.0441], [-0.0993, 0.1715, 0.0020], [0.1444, -0.2335, -0.0054], [0.1014, 0.1979, 0.0620], [0.1561, -0.2585, -0.0095], [0.0023, -0.0857, -0.0154], [-0.2712, -0.1107, -0.0760], [0.1010, -0.1405, 0.0525], [-0.0930, 0.1973, 0.0598], [0.1828, -0.3371, -0.0469], [-0.1573, 0.0810, 0.0267], [0.3271, 0.2638, -0.0289], [0.0113, 0.0939, -0.0035], [0.0508, -0.1416, 0.0542], [-0.0303, 0.1980, -0.1333], [0.0595, -0.1442, -0.0677], [0.1516, 0.0642, -0.1031], [-0.0825, -0.0608, 0.0505], [-0.0978, -0.0073, -0.0402], [-0.1005, -0.0746, 0.0384], [0.0097, 0.1022, -0.0451], [0.0009, -0.0365, 0.0464], [0.0564, -0.0175, 0.0691], [0.0300, -0.0413, 0.0496], [-0.2278, 0.0445, 0.1236], [0.1309, -0.0430, -0.1968], [-0.2075, 0.0201, 0.2074], [0.1332, 0.0005, -0.1560], [-0.1121, 0.0891, 0.1755], [0.0539, -0.0756, -0.0708], [0.0235, -0.0570, -0.0284], [-0.0626, 0.0658, -0.0138], [-0.0763, -0.0011, 0.0227], [0.0520, 0.0409, -0.0554], [0.0669, 0.0413, -0.0651], [-0.0099, 0.0626, 0.0843], [-0.0315, -0.0017, 0.0903], [0.0945, -0.0878, 0.0100], [0.1150, -0.0868, -0.0008], [0.0008, 0.0398, 0.0121], [-0.1638, 0.1724, -0.0118], [-0.0963, -0.0075, -0.0262], [0.0107, -0.0949, -0.0132], [-0.0078, 0.0241, 0.0476], [-0.0929, 0.0034, -0.0204]],
  "smiles": "COc1ccc(Cl)cc1C(=O)NCC1(N(C)C)CCCCC1",
  "relative_energy_kj_mol": 91.1,
  "e_tot_ev": -37632.8476,
  "e_lumo_ev": 0.52,
  "total_charge": 0
}

Entry 2:
{
  "formula": "C17H25F3O13S2",
  "method": "the ωB97M-V functional and the def2-TZVPD basis",
  "species": ["C", "C", "C", "S", "O", "O", "C", "H", "H", "H", "H", "H", "H", "H", "H", "C", "C", "C", "S", "O", "O", "C", "H", "H", "H", "H", "H", "H", "H", "H", "C", "C", "O", "C", "O", "O", "F", "H", "H", "H", "C", "C", "O", "C", "O", "O", "F", "H", "H", "H", "C", "C", "O", "C", "O", "O", "F", "H", "H", "H"],
  "positions_angstrom": [[-24.8193, 27.1547, -18.0136], [-23.8715, 27.6075, -19.1457], [-22.4744, 27.0815, -18.8602], [-22.6779, 25.5697, -17.8968], [-21.9074, 25.6446, -16.6845], [-22.5023, 24.4396, -18.7758], [-24.4189, 25.7570, -17.5382], [-25.8488, 27.1755, -18.3628], [-24.7574, 27.8477, -17.1721], [-23.8885, 28.6921, -19.2185], [-24.2376, 27.2040, -20.0926], [-21.9173, 27.7602, -18.2135], [-21.8640, 26.8080, -19.7151], [-24.5943, 25.6164, -16.4762], [-24.9305, 24.9781, -18.1031], [-21.6358, 19.9432, -15.9675], [-20.9927, 18.5774, -16.3002], [-20.4072, 18.7026, -17.7030], [-19.5810, 20.2709, -17.6591], [-19.4986, 20.8520, -18.9769], [-18.3838, 20.1479, -16.8748], [-20.8422, 21.0512, -16.6535], [-21.6222, 20.1006, -14.8910], [-22.6675, 19.9270, -16.3093], [-21.7436, 17.7852, -16.2949], [-20.2386, 18.2511, -15.5829], [-21.2401, 18.7685, -18.4071], [-19.7235, 17.9141, -18.0062], [-21.4231, 21.6781, -17.3397], [-20.3654, 21.7897, -16.0086], [-18.2080, 19.2970, -21.8306], [-18.7554, 19.5975, -23.2222], [-17.8070, 20.4915, -23.7487], [-16.6151, 20.3033, -23.0976], [-15.5958, 20.7923, -23.4287], [-16.7966, 19.4680, -22.0466], [-19.9687, 20.2031, -23.1869], [-18.3986, 18.2818, -21.5046], [-18.5528, 20.0543, -21.1239], [-18.8269, 18.7093, -23.8547], [-21.7396, 21.5763, -20.6663], [-22.9524, 22.1077, -21.4047], [-23.7978, 20.9783, -21.4786], [-23.4570, 20.1225, -20.4721], [-24.0600, 19.1447, -20.1924], [-22.3561, 20.5749, -19.8316], [-22.6591, 22.5016, -22.6684], [-21.2963, 22.3209, -20.0112], [-20.9749, 21.1103, -21.2805], [-23.4051, 22.9522, -20.8830], [-19.2913, 23.6598, -22.2238], [-17.9685, 24.1585, -22.7973], [-18.1682, 24.1197, -24.1694], [-19.3051, 23.4170, -24.4666], [-19.6913, 23.1899, -25.5582], [-19.9276, 23.0468, -23.3319], [-16.9465, 23.3066, -22.4752], [-19.9040, 24.4670, -21.8122], [-19.1363, 22.9542, -21.4060], [-17.6922, 25.1639, -22.4885]],
  "forces_ev_per_angstrom": [[0.2067, 0.2331, 0.1835], [-0.3686, -0.3273, -0.2365], [0.1722, 0.0631, 0.6039], [0.0579, 0.2535, 0.0748], [0.0354, -0.0095, 0.0151], [0.0461, -0.3427, -0.2268], [-0.4828, 0.0615, -0.2727], [-0.0488, -0.0556, 0.0405], [0.0719, 0.0129, -0.0469], [0.1000, 0.0238, -0.1086], [0.0625, 0.0343, 0.0051], [0.0393, -0.0388, -0.0319], [-0.0893, 0.1064, -0.1552], [0.1535, -0.1116, 0.0443], [0.0558, -0.0268, 0.0288], [0.3603, -0.2728, 0.3747], [-0.0413, -0.5357, -0.0626], [-0.4531, -0.2396, 0.0742], [-0.2247, -0.1619, 0.2202], [0.0938, 0.1771, -0.1929], [0.2443, -0.0716, 0.0816], [-0.1634, 1.0844, -0.6714], [-0.1896, -0.0159, 0.0138], [-0.0332, 0.1692, -0.0383], [-0.0616, 0.1127, -0.0186], [0.1191, 0.3730, 0.0050], [0.2196, 0.1498, -0.2013], [0.1292, 0.0541, 0.0702], [-0.1720, -0.3852, -0.0085], [0.2300, -0.3965, 0.2375], [0.2568, 0.3600, -0.5160], [0.1245, -0.2875, 0.2083], [0.0373, -0.0666, -0.0530], [-0.2908, -0.0167, 0.0601], [0.2319, -0.0204, -0.0204], [-0.0775, 0.0732, 0.0767], [-0.0037, -0.0211, 0.0719], [-0.0155, -0.0061, 0.1556], [-0.1017, -0.2078, 0.1602], [-0.1162, 0.1285, -0.1187], [-0.1041, 0.3099, 0.8047], [0.6453, -0.0835, -0.4266], [-0.1486, 0.0715, 0.3961], [-0.0241, 0.3808, -0.1887], [-0.0956, -0.2557, 0.1490], [0.0715, -0.2346, -0.2070], [-0.0663, 0.0034, -0.0003], [0.0185, -0.0096, -0.0461], [-0.1686, 0.0680, -0.3197], [-0.3260, -0.1353, -0.0356], [0.1239, 0.0599, 0.5127], [-0.1848, -0.0940, 0.2316], [-0.1039, 0.1445, -0.2594], [-0.0015, -0.0923, 0.0141], [0.0764, -0.0226, -0.1717], [-0.0370, 0.1428, 0.2123], [-0.0156, 0.0504, 0.0940], [-0.0338, 0.0757, -0.3238], [0.1063, -0.2101, -0.2300], [0.1540, -0.0223, -0.0311]],
  "smiles": "O=C1OC[C@@H](F)O1.O=C1OC[C@@H](F)O1.O=C1OC[C@@H](F)O1.O=S1(=O)CCCC1.O=S1(=O)CCCC1",
  "e_tot_ev": -74474.8580,
  "e_lumo_ev": 0.13,
  "total_charge": 0
}

Entry 3:
{
  "formula": "C17H25IrN2O7P2",
  "method": "the ωB97M-V functional and the def2-TZVPD basis",
  "species": ["Ir", "N", "C", "C", "P", "O", "O", "O", "P", "O", "O", "O", "H", "H", "H", "H", "H", "H", "H", "H", "C", "C", "C", "C", "N", "C", "C", "C", "C", "C", "C", "C", "H", "H", "H", "H", "H", "H", "H", "H", "C", "C", "C", "C", "O", "H", "H", "H", "H", "H", "H", "H", "H", "H"],
  "positions_angstrom": [[-0.0868, -0.3019, -0.0345], [3.4461, -0.2438, 3.4040], [2.4752, -0.6082, 2.2983], [2.4575, -2.1271, 2.1697], [0.8478, 0.0029, 2.9448], [0.8472, 1.5623, 2.6757], [0.9054, -0.3345, 4.3868], [-0.2041, -0.6269, 2.0331], [3.1230, 0.1650, 0.7647], [3.3544, 1.6908, 1.2238], [4.4373, -0.4265, 0.4635], [1.9844, 0.0676, -0.2449], [2.9352, -0.4057, 4.2904], [3.6940, 0.7465, 3.3267], [4.3004, -0.7961, 3.3305], [2.1402, -2.5917, 3.1057], [3.4434, -2.4946, 1.8777], [1.7466, -2.4137, 1.3963], [0.4324, 1.7211, 1.7236], [2.5164, 2.1392, 1.4188], [0.6624, 0.6545, -4.1324], [-0.0963, -0.2893, -4.8045], [-0.8446, -1.2031, -4.0822], [-0.8257, -1.1587, -2.6973], [-0.0847, -0.2228, -2.0612], [0.6438, 0.6568, -2.7510], [-1.5385, -2.0697, -1.7895], [-2.3576, -3.1069, -2.2154], [-2.9749, -3.9161, -1.2722], [-2.7781, -3.7010, 0.0867], [-1.9555, -2.6681, 0.5154], [-1.3237, -1.8430, -0.4147], [1.2655, 1.3786, -4.6601], [-0.1023, -0.3188, -5.8861], [-1.4353, -1.9522, -4.5889], [1.2142, 1.3541, -2.1546], [-2.5258, -3.2966, -3.2682], [-3.6163, -4.7235, -1.6015], [-3.2691, -4.3413, 0.8084], [-1.7933, -2.4868, 1.5704], [-1.6507, 2.5417, -1.2228], [-1.1851, 2.5076, 0.2285], [-0.8036, 3.9142, 0.6832], [-2.2894, 1.9496, 1.1263], [0.0142, 1.7296, 0.3440], [-2.5206, 3.1929, -1.3253], [-1.9364, 1.5449, -1.5628], [-0.8566, 2.9229, -1.8675], [-1.6559, 4.5897, 0.5924], [0.0122, 4.2981, 0.0682], [-0.4822, 3.9082, 1.7263], [-3.1686, 2.5956, 1.0901], [-1.9469, 1.8838, 2.1597], [-2.5907, 0.9506, 0.8039]],
  "forces_ev_per_angstrom": [[0.3972, -0.2102, 0.0250], [-0.0050, -0.0455, 0.0198], [0.0275, 0.0398, 0.0365], [-0.0055, 0.0007, 0.0342], [-0.0508, 0.1177, -0.0415], [0.1141, -0.1053, 0.0542], [0.0206, -0.0003, 0.0087], [-0.0214, -0.0928, -0.0462], [0.0408, -0.2459, -0.1041], [-0.1122, 0.0919, 0.0736], [-0.0304, 0.0071, 0.0147], [0.0720, 0.1725, 0.1294], [0.0039, 0.0170, -0.0216], [-0.0149, -0.0007, 0.0116], [0.0147, 0.0077, -0.0176], [-0.0106, 0.0019, -0.0024], [-0.0038, 0.0043, -0.0045], [-0.0003, 0.0014, -0.0053], [0.0351, 0.0699, -0.0606], [-0.0286, 0.0025, -0.0328], [0.0069, 0.0141, 0.0286], [-0.0160, -0.0150, -0.0132], [-0.0057, 0.0157, -0.0281], [0.0284, 0.0256, -0.0206], [-0.0327, 0.0522, 0.1260], [0.0008, -0.0153, -0.0239], [-0.0293, -0.0327, 0.0279], [-0.0037, -0.0081, -0.0094], [-0.0150, -0.0203, -0.0086], [0.0175, 0.0133, 0.0200], [0.0058, -0.0045, -0.0469], [-0.1436, 0.1898, 0.0471], [-0.0010, 0.0003, -0.0016], [0.0002, 0.0004, 0.0005], [-0.0024, -0.0015, 0.0082], [0.0076, -0.0076, 0.0002], [0.0074, 0.0093, -0.0002], [0.0000, 0.0011, 0.0012], [0.0003, -0.0014, 0.0000], [-0.0079, -0.0035, 0.0072], [-0.0311, 0.0036, 0.0068], [-0.0084, 0.0269, -0.0021], [0.0086, 0.0085, -0.0116], [0.0198, -0.0370, -0.0171], [-0.2534, -0.0796, -0.1873], [0.0058, 0.0098, 0.0070], [-0.0075, 0.0236, 0.0002], [-0.0115, -0.0003, -0.0021], [-0.0004, -0.0007, 0.0050], [-0.0017, -0.0018, 0.0032], [0.0030, -0.0112, 0.0010], [0.0073, 0.0115, 0.0016], [-0.0067, 0.0062, 0.0102], [0.0162, -0.0053, -0.0002]],
  "relative_energy_kj_mol": 58.3,
  "e_tot_ev": -56770.1227,
  "e_lumo_ev": [-1.07, -1.22],
  "total_charge": 0
}

Entry 4:
{
  "formula": "C17H25N2O6S2Tc",
  "method": "the ωB97M-V functional and the def2-TZVPD basis",
  "species": ["Tc", "C", "C", "C", "C", "C", "C", "C", "S", "O", "O", "N", "C", "C", "O", "O", "H", "H", "H", "H", "H", "H", "H", "H", "H", "N", "C", "O", "C", "C", "H", "H", "H", "H", "H", "H", "C", "C", "O", "C", "C", "H", "H", "H", "H", "H", "H", "H", "H", "H", "H", "S", "C"],
  "positions_angstrom": [[-0.3051, 0.3970, 1.3355], [-0.9309, -0.7553, -4.9449], [-1.0852, 0.1977, -3.7958], [0.0170, 0.6269, -3.0625], [-0.1329, 1.4956, -1.9917], [-1.3999, 1.9414, -1.6498], [-2.5090, 1.5422, -2.3796], [-2.3445, 0.6741, -3.4440], [-1.6024, 2.9186, -0.1812], [-2.8488, 3.6219, -0.3087], [-0.3789, 3.6517, 0.0042], [-1.7323, 1.8515, 1.0452], [-3.0152, 1.1553, 1.0526], [-2.9184, -0.1658, 0.2677], [-3.8616, -0.6932, -0.2696], [-1.6995, -0.6648, 0.2852], [0.1094, -1.0506, -5.0760], [-1.2740, -0.3018, -5.8760], [-1.5244, -1.6563, -4.7821], [1.0074, 0.2815, -3.3318], [0.7309, 1.8402, -1.4437], [-3.4888, 1.9004, -2.0992], [-3.2120, 0.3523, -4.0059], [-3.8227, 1.7842, 0.6840], [-3.2425, 0.8882, 2.0903], [4.0777, 0.5746, 0.7484], [2.7744, 0.8333, 0.9799], [1.9049, 0.5408, 0.1614], [2.4192, 1.4565, 2.3076], [0.9615, 1.8538, 2.2337], [4.3486, 0.2284, -0.1568], [4.7887, 0.9009, 1.3777], [3.0692, 2.3227, 2.4862], [2.6465, 0.7348, 3.0983], [0.8571, 2.6273, 1.4627], [0.5958, 2.3015, 3.1575], [-0.0152, -3.2346, -0.5539], [0.8207, -1.9947, -0.3175], [0.7641, -1.5741, 1.0672], [1.7391, -2.2612, 1.8624], [1.4591, -2.1044, 3.3343], [0.1008, -3.5486, -1.5919], [-1.0633, -3.0111, -0.3721], [0.2942, -4.0666, 0.0783], [0.4429, -1.1610, -0.9075], [1.8745, -2.1417, -0.5758], [2.7334, -1.8763, 1.6000], [1.7056, -3.3187, 1.5901], [1.4582, -1.0580, 3.6336], [2.2380, -2.6167, 3.8989], [0.4973, -2.5384, 3.5996], [-1.2458, 0.0967, 4.5740], [-0.7826, 0.2018, 3.1016]],
  "forces_ev_per_angstrom": [[0.3684, -0.5656, -0.1514], [0.0155, -0.0413, -0.0506], [0.0432, 0.0276, 0.0535], [-0.0627, 0.0022, 0.0245], [0.0209, 0.0219, -0.1381], [0.0365, 0.0684, 0.1051], [-0.0415, -0.0404, 0.0455], [-0.0186, 0.0213, 0.0103], [-0.0310, -0.0355, -0.0011], [0.0739, 0.0563, -0.0259], [0.0909, -0.0327, -0.0087], [0.1061, 0.1867, -0.1431], [-0.2344, -0.2738, 0.0613], [-0.3075, 0.2238, 0.0501], [-0.0491, -0.0153, 0.0482], [0.2760, -0.0235, 0.0474], [0.0058, -0.0092, -0.0114], [-0.0006, -0.0071, -0.0101], [-0.0005, -0.0056, -0.0061], [0.0446, -0.0190, -0.0264], [0.0212, 0.0408, 0.0440], [-0.0484, 0.0173, -0.0078], [-0.0297, -0.0153, -0.0094], [-0.0050, -0.0767, -0.0223], [-0.0835, -0.0069, -0.0553], [-0.1241, 0.0005, -0.2000], [0.3909, 0.1003, 0.3373], [-0.0403, 0.2415, -0.2160], [-0.0116, 0.0273, -0.1454], [-0.1655, 0.3222, 0.4523], [0.0360, -0.0062, 0.0013], [-0.0201, 0.0226, -0.0040], [0.0295, -0.0755, -0.0149], [-0.0414, -0.0380, -0.0042], [-0.0975, -0.0490, 0.0598], [0.1858, -0.0312, 0.0229], [0.0568, 0.0802, -0.0014], [-0.1072, -0.0180, -0.0864], [-0.1346, -0.2428, 0.2536], [-0.0082, 0.0287, 0.0131], [0.0224, 0.0221, -0.0322], [-0.0047, -0.0025, -0.0362], [-0.0243, 0.0140, 0.0259], [0.0191, -0.0283, 0.0273], [0.0261, -0.0978, -0.0004], [-0.0463, 0.0072, -0.0032], [-0.0570, -0.0078, 0.0114], [0.0324, 0.0282, -0.0198], [0.0058, 0.0096, 0.0136], [0.0199, -0.0322, 0.0191], [-0.0489, 0.0073, -0.0017], [0.0572, -0.0310, -0.1963], [-0.1406, 0.2504, -0.0976]],
  "spin_multiplicity": 3,
  "relative_energy_kj_mol": 66.1,
  "e_tot_ev": -57167.7265,
  "e_lumo_ev": [0.02, -1.83],
  "total_charge": 0
}